# C31H46N2O5S2Si2Ta

C31H46N2O5S2Si2Ta as an isolated structure (ωB97M-V/def2-TZVPD, the Open Molecules 2025 dataset).

XYZ file:
```
89
Properties=species:S:1:pos:R:3:forces:R:3
H 0.918 4.383 -2.881 -0.0096 -0.0479 -0.0834
H 6.169 2.740 -4.496 0.0551 0.0848 -0.0838
H -2.498 0.930 -4.126 0.0260 0.0503 -0.0989
C 4.983 2.754 -1.330 -0.2208 -0.0588 0.2638
H 2.464 -1.410 1.873 -0.0155 -0.0451 0.0588
O 1.271 1.856 -2.257 -0.2998 -2.3885 -0.0160
C 5.658 3.182 -2.461 0.0790 0.0794 -0.0881
H 2.847 -5.672 0.867 0.0619 -0.0644 0.0667
H -4.781 2.768 0.773 -0.0264 -0.0110 -0.1444
H 3.306 1.940 1.253 -0.0499 -0.0421 -0.0198
H -3.287 -1.346 -3.227 -0.0901 0.0395 -0.0622
C 1.292 4.229 -1.874 -0.1097 -0.2636 0.0462
H -2.449 3.199 3.623 -0.0328 0.0077 0.0878
S -0.138 -0.278 1.331 0.8459 0.2289 -0.7949
H -4.644 2.811 2.528 -0.0137 0.0004 0.1061
C -4.058 0.866 -1.822 0.3261 0.0873 0.1701
H -0.928 0.783 -3.318 -0.0504 -0.0235 -0.0685
H 7.153 -2.368 0.670 0.0950 -0.0489 0.0010
C 4.196 -0.717 0.798 -0.2122 0.3421 0.0969
H -0.943 -5.638 0.713 -0.1253 -0.1112 0.0201
C -1.008 -3.808 -0.425 0.0287 -0.2457 0.1317
C 6.127 -2.161 0.936 0.0561 -0.0609 0.0057
H -2.432 4.808 0.220 -0.0099 0.0473 -0.0162
S 1.899 -1.694 -1.794 0.0676 1.5841 0.1833
H 5.905 -3.915 2.145 0.0583 -0.1159 0.0077
H -1.178 3.550 0.108 0.0207 0.0964 0.0424
C -2.245 3.736 0.208 -0.0183 -0.2438 0.2636
H -2.296 4.761 2.806 -0.0197 0.1660 0.0306
H -2.396 -0.314 3.506 0.1180 0.0565 0.1510
C 1.794 -5.806 1.092 0.0801 -0.1494 0.0129
H -4.062 1.934 -1.609 -0.0184 0.0679 -0.0259
H 1.628 -5.677 2.161 0.0288 -0.0208 0.1004
C -2.762 3.107 1.499 -0.2478 0.5677 0.1300
C 3.494 -1.618 1.602 0.0360 0.2625 -0.0636
O -1.820 0.589 -0.893 0.6205 0.1956 -0.0551
H 6.060 -0.338 -0.183 0.1552 0.0464 -0.0577
H -3.072 -3.443 1.554 0.0015 -0.1001 -0.0914
H -1.956 2.189 -2.997 -0.0174 0.0508 -0.0145
C 5.637 2.416 -3.616 -0.0030 0.0214 0.0020
H -1.749 -2.476 2.232 0.1089 -0.0851 0.0517
C -2.642 0.356 -2.063 -0.2682 -0.0724 -0.9290
Si -2.140 0.400 0.694 0.5808 0.1691 0.2521
H -2.751 3.299 -0.650 -0.0535 0.0519 -0.0946
H -3.985 0.402 3.213 -0.0452 0.1103 0.0275
O 0.778 2.535 -0.264 0.0454 -1.5720 0.4939
C 4.935 1.221 -3.638 -0.0142 -0.0896 -0.0005
H -3.079 -1.659 -1.496 -0.0976 -0.1814 0.0857
H -5.496 -2.382 2.701 -0.0775 -0.0457 0.0908
C -5.105 -1.759 1.902 0.3866 0.1025 0.0115
C -1.962 1.118 -3.199 -0.1080 -0.1622 0.3060
H 3.745 -0.151 -2.533 0.0870 -0.0208 -0.0528
H -4.667 0.691 -2.705 -0.0612 -0.0358 -0.0566
C 5.425 -3.031 1.754 -0.0355 -0.0082 -0.0125
H 0.794 4.892 -1.172 0.0276 0.0113 0.0246
H 2.361 4.444 -1.877 0.0688 -0.0414 0.0148
C -3.452 -0.533 3.357 -0.0773 -0.0729 -0.3069
H -1.666 -1.515 -2.539 0.0408 -0.0251 -0.0194
O -3.176 -0.789 0.942 -0.0063 -0.0906 -0.2270
N 1.688 -3.844 -0.287 0.5444 0.1624 -0.0796
H 4.909 0.614 -4.532 0.0320 0.0017 -0.0597
C -0.386 -4.840 0.252 0.1933 0.2519 -0.0192
C -2.083 3.700 2.730 -0.1089 -0.1956 -0.2725
H -5.680 -0.838 1.848 -0.1116 0.0859 0.0266
C 5.516 -1.015 0.460 -0.2178 0.2063 -0.0706
Si 3.392 0.889 0.216 0.3625 -0.5551 -0.3682
N -0.325 -2.807 -0.973 0.1198 -0.0543 -0.3034
H 5.005 3.355 -0.432 0.0496 0.1028 0.0653
H -2.994 -3.151 3.294 -0.0267 -0.1075 0.1276
H -4.496 0.338 -0.979 -0.1856 -0.0697 0.0612
C 1.008 -4.799 0.337 -0.4623 -0.0882 -0.0965
C 4.271 0.794 -2.504 -0.0086 -0.0151 0.1385
H 6.206 4.113 -2.439 0.0397 0.0497 -0.0033
H 1.481 -6.814 0.828 0.0160 -0.0724 0.0226
H 3.548 -3.442 2.705 -0.0267 -0.0912 0.0685
O -2.458 1.709 1.531 0.0087 -0.3482 -0.1733
C 4.280 1.549 -1.327 -0.2561 -0.2457 0.2691
Ta 0.965 0.239 -0.687 -0.6273 1.4507 -0.1284
C -3.632 -1.441 2.147 -0.2955 -0.3497 0.3212
H -2.080 -3.779 -0.560 -0.0897 0.0442 0.1111
H -1.008 3.554 2.671 0.1725 0.0227 -0.0231
C 0.996 -2.916 -0.906 -0.8582 -0.2481 0.3522
C 4.103 -2.764 2.075 -0.0074 -0.0494 0.0868
H -5.206 -2.285 0.956 -0.0495 -0.1100 -0.0630
C -2.807 -2.717 2.317 -0.1994 0.3451 -0.0963
H -4.538 4.313 1.601 -0.0975 0.1024 0.0000
C -4.280 3.258 1.605 0.3255 -0.1403 0.0035
C -2.669 -1.141 -2.356 0.1268 0.3153 0.0724
C 1.099 2.804 -1.449 -0.0348 1.6960 0.0678
H -3.841 -1.023 4.245 0.0017 -0.0801 0.1089
```
Forces are in eV/Å.

Output
**Gap between HOMO and LUMO**: 6.84 eV
**Total charge**: +1
**Relative energy (zero: lowest compared OMol25 entry of this formula, charge and spin)**: 2.1237 eV
**HOMO**: -11.233 eV
**E_tot**: -3127.0198 Eh

Mulliken atomic charge list, values in e, 6 entries:
1. H 0.379
2. H 0.402
3. H 0.499
4. C -0.711
5. H 0.312
6. O -0.626

---

# C3H14N2O

A 3-piece molecular cluster, C3H14N2O overall (ωB97M-V/def2-TZVPD, the Open Molecules 2025 dataset).

XYZ file:
```
20
Properties=species:S:1:pos:R:3:forces:R:3
C 0.374 -1.337 -0.597 -3.2900 2.8074 0.7550
C 0.261 0.204 -0.685 -0.7803 -1.4488 -5.2090
H 0.086 1.661 -2.975 -0.5798 1.5120 0.3857
H -0.418 -1.903 -1.094 -0.2112 0.4839 -0.0797
H -0.714 0.676 -0.687 0.2788 0.0442 0.9831
H -0.573 0.561 1.695 -0.4783 -1.9703 -0.5926
H 0.869 0.389 -3.265 0.2923 -0.5019 0.4731
H -1.737 -0.453 0.817 -0.3001 -0.1771 -0.3620
O 0.127 1.787 2.217 1.6726 1.0333 -0.1123
N -0.942 -0.529 1.435 0.3106 2.3953 1.7423
N 0.070 0.704 -2.707 2.7331 -1.0642 1.3698
H -0.094 -2.385 1.213 0.0765 -1.5049 0.3712
C 0.181 -1.420 0.910 1.3175 1.0726 1.7661
H 1.141 -1.084 1.437 -1.4416 -0.6174 -0.4839
H 1.260 -1.732 -0.933 2.3950 -0.6386 -0.3687
H -0.681 0.254 -3.153 -1.7571 -0.6995 -0.3888
H 1.108 1.910 2.244 -0.7169 -0.8193 0.1134
H -1.372 -0.776 2.362 0.8403 -0.5224 -0.8747
H -0.099 2.729 2.280 -0.9246 -0.1536 0.0388
H 1.153 0.746 -0.513 0.5632 0.7690 0.4733
```
Forces are in eV/Å.

Output
**Gap between HOMO and LUMO**: 11.81 eV
**Total charge**: +2
**Relative energy (zero: lowest compared OMol25 entry of this formula, charge and spin)**: 2.6127 eV
**HOMO**: -20.695 eV
**E_tot**: -306.7483 Eh

Mulliken atomic charge list, values in e, 6 entries:
1. C -0.414
2. C -0.215
3. H 0.328
4. H 0.340
5. H 0.330
6. H 0.304